# 1
This record from the Open Molecules 2025 dataset describes an isolated ion of composition H3N2OS and charge -1. The level of theory is the ωB97M-V functional and the def2-TZVPD basis.

The geometry in XYZ format:
```
7
Properties=species:S:1:pos:R:3:forces:R:3
N 0.9307 -0.8328 -0.0229 -1.15 0.35 1.20
N -0.1556 -0.1020 0.5970 -1.97 -3.64 -0.24
O -1.4052 -0.9391 0.2160 3.27 2.97 0.61
S -0.3498 1.7205 0.0175 1.47 -0.37 -0.55
H 0.8032 -0.8911 -0.9980 -0.95 -0.40 -1.70
H 1.7208 -0.2514 0.0274 1.52 1.05 0.65
H -1.5441 1.2960 0.1632 -2.18 0.04 0.02
```
Positions in Å, forces in eV/Å.

Properties
lowest unoccupied orbital energy (spin up / spin down)	4.03 / 4.03	eV
HOMO (spin up / spin down)	-2.49 / -2.49	eV
energy above the lowest of the compared OMol25 structures with the same formula, charge and spin	77.5	kcal/mol
structure (SMILES)	NN([O-])S
charge	-1
DFT total energy	-15907.96131	eV
Kohn-Sham gap (spin up / spin down)	6.53 / 6.53	eV

---

# 2
This record from the Open Molecules 2025 dataset describes C12H24ClIMgO10 as an isolated structure. The level of theory is the ωB97M-V functional and the def2-TZVPD basis.

The geometry in XYZ format:
```
49
Properties=species:S:1:pos:R:3:forces:R:3
Mg 7.8006 -21.2804 6.8818 0.33 0.45 -0.54
I 8.6401 -19.2800 4.9950 0.03 0.37 -0.09
Cl 9.5169 -21.3023 8.3834 0.25 -0.03 0.41
C 4.8704 -19.9834 3.8899 0.91 0.65 -1.41
O 4.6488 -21.3987 3.9293 -0.06 0.27 0.34
C 5.2592 -22.0171 4.9281 -1.32 -0.80 -0.50
O 6.1006 -21.5607 5.6330 0.31 0.47 0.11
O 4.7941 -23.2544 5.1159 0.64 0.15 0.45
C 3.7315 -23.8014 4.3702 -0.76 -1.24 -0.56
H 4.5324 -19.6715 2.9012 -0.54 -0.01 0.25
H 5.9367 -19.7418 3.8529 0.01 -0.22 0.59
H 4.3825 -19.4408 4.6928 -0.15 -0.23 0.13
H 4.0725 -24.7222 3.8882 0.33 0.28 -0.15
H 3.2971 -23.1510 3.6177 0.17 0.19 0.17
H 2.9540 -24.1704 5.0434 0.04 0.50 0.24
C 8.3121 -22.3107 2.9703 -0.39 0.51 -1.38
O 8.2326 -23.5997 3.5789 0.24 -0.13 -0.02
C 8.4807 -23.6359 4.8732 -0.05 -0.17 0.58
O 8.5241 -22.6993 5.6389 0.23 -0.08 -0.60
O 8.6736 -24.8803 5.2541 0.19 -0.54 -0.58
C 9.1640 -25.0997 6.5789 -0.19 0.28 0.52
H 8.3911 -22.4289 1.8838 0.16 -0.66 0.21
H 9.1892 -21.7482 3.2691 -0.25 0.11 0.53
H 7.3705 -21.7698 3.0645 0.26 0.21 0.69
H 9.7699 -25.9990 6.5596 -0.02 -0.04 -0.17
H 8.3157 -25.2367 7.2477 0.01 -0.01 0.02
H 9.7422 -24.2466 6.9304 0.01 0.00 -0.04
C 8.1662 -17.9054 8.6644 0.97 -1.10 0.25
O 6.8125 -17.7429 8.2375 -0.39 1.10 0.59
C 6.1287 -18.7974 7.9180 0.05 0.67 -0.21
O 6.5893 -19.8707 7.6659 0.03 -1.19 0.49
O 4.8187 -18.5972 7.8720 -0.50 -0.09 -0.53
C 4.3669 -17.2779 7.5437 0.09 0.49 0.00
H 8.4735 -17.0383 9.2385 -0.23 0.36 -0.42
H 8.7995 -18.1342 7.8075 0.02 0.33 0.00
H 8.2647 -18.7609 9.3396 -0.27 -0.04 -0.17
H 4.9250 -16.8783 6.6961 0.13 -0.06 0.10
H 4.4837 -16.6152 8.3991 -0.06 0.02 -0.04
H 3.3251 -17.3399 7.2422 -0.04 -0.26 0.23
C 4.6691 -22.3195 8.7703 -0.41 0.12 -0.52
C 5.9317 -23.1283 8.6177 -0.52 0.58 0.67
O 6.7986 -22.7480 7.8696 0.27 -0.64 0.03
C 6.1416 -24.3062 9.4942 0.69 -1.79 0.40
H 4.3638 -22.0691 9.7857 0.32 -0.27 0.16
H 3.8336 -22.8737 8.3300 0.05 -0.12 0.04
H 4.7767 -21.3964 8.2062 0.04 0.01 0.00
H 5.5341 -25.2085 9.3534 -0.83 0.66 -0.22
H 6.0449 -24.0278 10.5439 -0.07 0.13 -0.03
H 7.1160 -24.7855 9.3554 0.28 0.80 -0.01
```
Positions in Å, forces in eV/Å.

Properties
lowest unoccupied orbital energy	0.25	eV
HOMO	-7.23	eV
energy above the lowest of the compared OMol25 structures with the same formula, charge and spin	27.5	kcal/mol
DFT total energy	-59381.19153	eV
Kohn-Sham gap	7.47	eV